(1)
DFT (ωB97M-V/def2-TZVPD) results for a structure of composition C35H38AsN7PtS2 in a non-equilibrium geometry.

Last column: Löwdin charge in e.
CARTESIAN COORDINATES (ANGSTROEM)
Pt (1.54040, 0.69214, -0.45521)  0.722
N (3.20520, -3.22534, -2.34570)  0.156
C (2.36515, -2.26488, -1.98701)  -0.131
N (2.66479, -1.29847, -1.15842)  0.008
C (3.92886, -1.27711, -0.59999)  -0.286
N (4.26876, -0.31991, 0.21094)  0.081
N (3.39994, 0.64492, 0.45827)  -0.195
C (3.65083, 1.51396, 1.37680)  -0.022
C (2.76770, 2.63933, 1.58332)  -0.261
C (3.01140, 3.59663, 2.56297)  0.032
C (2.14170, 4.67059, 2.67924)  -0.001
C (1.06255, 4.76242, 1.81414)  -0.008
C (0.88678, 3.77118, 0.85533)  -0.112
N (1.71123, 2.74170, 0.75434)  -0.001
C (4.88053, -2.31907, -0.90356)  -0.084
C (6.15351, -2.38247, -0.32203)  0.015
C (6.99231, -3.42704, -0.63352)  -0.018
C (6.59144, -4.41104, -1.54398)  -0.009
C (5.35306, -4.35428, -2.14926)  0.016
C (4.48915, -3.31667, -1.81617)  -0.158
H (2.91854, -3.93091, -3.01134)  0.180
H (1.36987, -2.28457, -2.41400)  0.143
H (4.55185, 1.41141, 1.97109)  0.155
H (3.86433, 3.49263, 3.21985)  0.136
H (2.30905, 5.42833, 3.43261)  0.134
H (0.37009, 5.58957, 1.87429)  0.124
H (0.06600, 3.81707, 0.14943)  0.106
H (6.44777, -1.60531, 0.36699)  0.123
H (7.97234, -3.48866, -0.18168)  0.128
H (7.25780, -5.23067, -1.77536)  0.132
H (5.05466, -5.10440, -2.87132)  0.131
S (0.49402, -0.47112, 1.36653)  0.686
C (-1.19803, -0.17129, 1.17595)  -0.636
N (-2.02675, -0.41494, 2.23380)  -0.110
C (-3.42416, -0.01781, 2.09468)  -0.089
C (-3.92060, -0.39317, 0.71234)  -0.095
N (-3.07413, 0.23445, -0.29569)  -0.120
C (-3.63946, 0.42045, -1.61958)  -0.118
C (-4.89472, 1.24145, -1.66755)  -0.100
C (-5.97350, 0.80801, -2.48483)  0.041
C (-7.06816, 1.60537, -2.66976)  0.033
C (-7.13922, 2.85034, -2.00137)  0.103
C (-6.05744, 3.30345, -1.20363)  0.026
C (-4.97059, 2.49876, -1.01213)  0.028
C (-1.72687, 0.27796, -0.05535)  -0.621
S (-0.68784, 0.94324, -1.27452)  0.639
C (-1.56582, -0.87770, 3.53607)  -0.111
C (-2.28892, -2.13018, 3.95596)  -0.106
C (-2.04082, -3.34293, 3.24298)  0.049
C (-2.59889, -4.51722, 3.67067)  0.009
C (-3.48387, -4.50185, 4.76265)  0.094
C (-3.73943, -3.29769, 5.47748)  0.050
C (-3.16073, -2.12630, 5.05947)  0.022
H (-3.51503, 1.06332, 2.24789)  0.149
H (-4.01657, -0.52338, 2.85450)  0.135
H (-4.94913, -0.05648, 0.58442)  0.139
H (-3.90238, -1.48432, 0.59871)  0.148
H (-3.83800, -0.55763, -2.07441)  0.153
H (-2.88217, 0.90794, -2.24568)  0.094
H (-5.93415, -0.15948, -2.96882)  0.141
H (-7.88513, 1.28072, -3.29989)  0.145
H (-8.04172, 3.44675, -2.06747)  0.151
H (-6.09050, 4.29044, -0.76199)  0.140
H (-4.14156, 2.83883, -0.40504)  0.136
H (-1.71353, -0.08834, 4.27828)  0.152
H (-0.49377, -1.07983, 3.47469)  0.084
H (-1.36769, -3.33725, 2.39440)  0.136
H (-2.37178, -5.44659, 3.16713)  0.138
H (-4.00987, -5.40809, 5.03965)  0.150
H (-4.39619, -3.30703, 6.33746)  0.145
H (-3.35425, -1.20748, 5.59791)  0.141
C (4.25164, 1.13719, -3.12915)  -0.232
As (2.41051, 1.48843, -2.63101)  0.994
C (2.14704, 3.36018, -3.04407)  -0.244
C (1.38419, 0.61781, -4.02609)  -0.272
H (4.44289, 1.67902, -4.05626)  0.057
H (4.41221, 0.07506, -3.30270)  0.035
H (4.94642, 1.49442, -2.37048)  0.045
H (2.16253, 3.44453, -4.13127)  0.054
H (2.94464, 3.97200, -2.62646)  0.050
H (1.18744, 3.71441, -2.67158)  0.031
H (1.87612, 0.79112, -4.98358)  0.058
H (0.38725, 1.05405, -4.06246)  0.022
H (1.28885, -0.45270, -3.86184)  0.012

2S+1 = 5
gap between HOMO and LUMO (spin up / spin down) = 0.24989 / 0.11923 Eh
maximum force = 1.8 eV Å⁻¹
HOMO (spin up / spin down) = -16.551 / -16.847 eV
net charge = +4
expectation value of S² = 6.044
E_LUMO (spin up / spin down) = -9.8 / -13.6 eV

---

(2)
DFT (ωB97M-V/def2-TZVPD) results for a structure of composition C35H38BN7O5Ta.

Last column: Löwdin charge in e.
CARTESIAN COORDINATES (ANGSTROEM)
Ta (-0.00404, 0.48941, 0.26342)  2.024
C (0.64483, 0.14764, 4.07329)  -0.053
C (-0.06331, 1.48525, 4.27136)  -0.319
C (0.86391, 2.45386, 5.01637)  -0.034
C (-0.71544, 2.16354, 3.08693)  -0.197
C (-1.36296, 3.40046, 3.20538)  0.022
C (-1.96843, 3.63177, 1.99489)  -0.024
N (-1.71624, 2.60419, 1.17672)  -0.013
N (-0.94226, 1.68516, 1.84854)  -0.022
B (-2.50141, 2.27388, -0.13156)  -0.491
N (-3.01720, 0.83207, 0.03391)  -0.019
C (-4.27915, 0.39518, 0.01699)  -0.021
C (-4.29564, -0.90623, 0.46387)  0.019
C (-2.96596, -1.22863, 0.75344)  -0.224
N (-2.18883, -0.17311, 0.44374)  -0.021
C (-2.59237, -2.49287, 1.48941)  -0.346
C (-1.41080, -2.34554, 2.43590)  -0.056
C (-2.46850, -3.72618, 0.59311)  -0.037
N (-1.59730, 2.30028, -1.38332)  -0.011
C (-1.68676, 3.04846, -2.48385)  -0.007
C (-0.81530, 2.55386, -3.43548)  0.041
C (-0.19511, 1.45920, -2.83795)  -0.232
N (-0.70988, 1.29110, -1.60766)  -0.061
C (0.91230, 0.61188, -3.38518)  -0.369
C (0.48821, -0.05669, -4.69380)  -0.041
C (2.17316, 1.46126, -3.56264)  -0.045
H (0.64957, -0.37884, 5.02703)  0.102
H (0.15445, -0.49250, 3.34591)  0.031
H (1.68173, 0.27658, 3.76404)  0.059
H (-0.92373, 1.29921, 4.92679)  0.150
H (1.72199, 2.72537, 4.40154)  0.072
H (0.35927, 3.36529, 5.32721)  0.075
H (1.24779, 1.96525, 5.91080)  0.097
H (-1.40022, 4.02823, 4.07558)  0.118
H (-2.58639, 4.44729, 1.66177)  0.137
H (-3.38654, 3.05627, -0.27079)  0.131
H (-5.07615, 1.05762, -0.27275)  0.137
H (-5.15219, -1.53474, 0.62684)  0.122
H (-3.46871, -2.65821, 2.12375)  0.141
H (-0.47405, -2.13737, 1.91478)  0.046
H (-1.60161, -1.55830, 3.16413)  0.077
H (-1.27254, -3.27598, 2.98688)  0.098
H (-1.53678, -3.72032, 0.03468)  0.057
H (-2.48064, -4.62159, 1.21447)  0.089
H (-3.29636, -3.79270, -0.11290)  0.088
H (-2.37268, 3.87685, -2.52059)  0.139
H (-0.64374, 2.94008, -4.42356)  0.123
H (1.11922, -0.17229, -2.65510)  0.090
H (0.29013, 0.68750, -5.46608)  0.086
H (1.28287, -0.70932, -5.05440)  0.089
H (-0.41250, -0.65540, -4.55947)  0.078
H (2.02183, 2.21904, -4.33218)  0.089
H (2.43747, 1.97128, -2.63610)  0.072
H (3.01005, 0.83596, -3.87443)  0.087
O (4.74215, 3.84394, 2.43231)  0.208
C (3.84392, 3.20209, 1.98865)  -0.202
C (3.30494, 1.85992, 2.56294)  -0.282
O (3.67900, 1.31493, 3.56495)  0.143
C (2.24954, 1.50075, 1.61720)  -0.226
C (2.04688, 2.42675, 0.64024)  -0.242
O (1.08791, 2.16513, -0.20514)  -0.121
C (2.99484, 3.55695, 0.73706)  -0.232
O (3.11019, 4.51965, 0.03487)  0.181
O (1.40108, 0.46528, 1.53556)  -0.211
N (3.19088, -0.27349, -0.76204)  0.127
C (3.42234, -1.09756, 0.36902)  -0.278
C (4.49680, -0.87421, 1.21571)  -0.034
C (4.64008, -1.61814, 2.37803)  -0.064
C (3.72544, -2.61053, 2.68709)  -0.066
C (2.66453, -2.85576, 1.82599)  -0.025
C (2.49254, -2.09804, 0.67642)  -0.181
C (1.39353, -2.37926, -0.28497)  -0.210
C (1.51602, -3.53751, -1.04741)  -0.007
C (0.62996, -3.82349, -2.07649)  -0.043
C (-0.40970, -2.95156, -2.34038)  -0.081
C (-0.57887, -1.82900, -1.54428)  -0.161
C (0.31084, -1.49115, -0.50279)  -0.250
H (3.99498, 0.30401, -0.97698)  0.105
H (2.95100, -0.81262, -1.58606)  0.090
H (5.22514, -0.10998, 0.96914)  0.122
H (5.47130, -1.41713, 3.03918)  0.116
H (3.83964, -3.19701, 3.58738)  0.108
H (1.95281, -3.64132, 2.04994)  0.120
H (2.34728, -4.20248, -0.85228)  0.128
H (0.76067, -4.71886, -2.66908)  0.116
H (-1.10762, -3.15385, -3.14151)  0.115
H (-1.42832, -1.19358, -1.76350)  0.093

2S+1 = 1
energy relative to the best compared isomer or geometry (same formula, charge and spin) = 22.1 kcal per mole
gap between HOMO and LUMO = 0.24639 Eh
maximum force = 1.0 eV Å⁻¹
HOMO = -10.905 eV
net charge = +1
E_LUMO = -4.2 eV